[1]
A structure of composition C52H51N5O3PSr. Source: the OMol25 dataset; level of theory: wB97M-V/def2-TZVPD.

Output
Charge ... +1
Strongest force on any atom ... 3.538 eV Å⁻¹
Gap between HOMO and LUMO ... 7.85 eV
Energy relative to the best compared isomer or geometry (same formula, charge and spin) ... 25.7 kcal per mole
Total energy ... -2883.7078 Eh

The geometry in XYZ format:
```
113
C52H51N5O3PSr (wB97M-V/def2-TZVPD)
Sr -0.565 -0.386 -0.812
C -1.760 1.508 2.716
C -0.478 1.027 3.343
C 0.249 1.836 4.208
C 1.401 1.368 4.825
C 1.821 0.068 4.595
C 1.121 -0.775 3.736
C 1.558 -2.213 3.566
C -0.013 -0.265 3.098
N -0.669 -1.064 2.101
C -1.564 -1.901 2.429
C -2.102 -2.080 3.820
C -2.105 -2.803 1.324
C -2.686 -4.144 1.683
N -1.991 -2.379 0.134
C -2.459 -3.185 -0.966
C -1.559 -4.001 -1.648
C -0.097 -4.085 -1.260
C -2.033 -4.725 -2.738
C -3.352 -4.625 -3.142
C -4.222 -3.782 -2.462
C -3.792 -3.046 -1.367
C -4.728 -2.115 -0.635
H -1.955 2.548 2.971
H -2.621 0.917 3.045
H -1.738 1.432 1.629
H -0.102 2.844 4.404
H 1.960 2.012 5.494
H 2.707 -0.311 5.094
H 2.637 -2.308 3.701
H 1.290 -2.617 2.590
H 1.086 -2.858 4.314
H -1.849 -1.224 4.441
H -1.679 -2.974 4.289
H -3.188 -2.208 3.798
H -2.534 -4.399 2.729
H -2.234 -4.915 1.057
H -3.759 -4.162 1.473
H 0.098 -3.689 -0.262
H 0.525 -3.528 -1.969
H 0.253 -5.117 -1.275
H -1.347 -5.370 -3.278
H -3.704 -5.196 -3.994
H -5.252 -3.685 -2.789
H -5.619 -1.920 -1.231
H -4.250 -1.162 -0.409
H -5.059 -2.534 0.321
O -0.358 1.224 -2.311
C -1.166 0.541 -3.036
O -1.112 -0.720 -3.064
C -2.326 1.306 -3.587
C -2.747 1.225 -4.903
C -3.831 1.987 -5.319
C -4.506 2.788 -4.410
C -4.109 2.835 -3.077
C -3.004 2.108 -2.648
P -2.424 2.057 -0.888
C -1.381 3.542 -0.665
C -0.232 3.443 0.116
C 0.575 4.551 0.347
C 0.237 5.775 -0.213
C -0.906 5.886 -0.998
C -1.711 4.775 -1.220
C -3.945 2.523 0.034
C -3.995 3.567 0.956
C -5.137 3.780 1.726
C -6.242 2.954 1.585
C -6.209 1.913 0.661
C -5.070 1.701 -0.102
H -2.225 0.577 -5.598
H -4.154 1.949 -6.352
H -5.356 3.375 -4.736
H -4.677 3.427 -2.370
H 0.042 2.493 0.565
H 1.465 4.458 0.958
H 0.862 6.644 -0.039
H -1.170 6.840 -1.439
H -2.599 4.873 -1.835
H -3.141 4.226 1.076
H -5.162 4.602 2.432
H -7.128 3.121 2.187
H -7.074 1.272 0.534
H -5.063 0.900 -0.834
C 7.598 3.019 -0.743
C 7.387 1.539 -0.522
C 6.505 1.062 0.440
C 6.322 -0.300 0.660
C 7.019 -1.221 -0.108
N 6.886 -2.632 0.051
C 5.894 -3.351 0.663
O 6.064 -4.457 1.130
N 4.640 -2.737 0.721
C 3.993 -1.984 -0.267
C 4.564 -1.582 -1.470
C 3.816 -0.817 -2.348
C 2.517 -0.473 -2.026
N 1.955 -0.878 -0.877
C 2.681 -1.607 -0.028
C 7.905 -0.763 -1.078
C 8.089 0.596 -1.272
H 6.946 3.612 -0.101
H 7.395 3.297 -1.779
H 8.630 3.304 -0.527
H 5.952 1.770 1.050
H 5.647 -0.635 1.437
H 7.720 -3.181 -0.076
H 4.041 -3.244 1.352
H 5.578 -1.867 -1.724
H 4.245 -0.486 -3.285
H 1.906 0.136 -2.685
H 2.200 -1.901 0.900
H 8.454 -1.480 -1.682
H 8.791 0.932 -2.030
```

Atom charges from the Mulliken analysis, given in e for atoms 1 to 8: 1.656, -0.811, 1.047, -0.989, -0.967, -0.986, 1.261, -1.618

[2]
A structure of composition C52H52AsO13P2RbS. Source: the OMol25 dataset; level of theory: wB97M-V/def2-TZVPD.

Output
Charge ... -2
Strongest force on any atom ... 2.574 eV Å⁻¹
Gap between HOMO and LUMO ... 6.27 eV
Energy relative to the best compared isomer or geometry (same formula, charge and spin) ... 37.5 kcal per mole
Total energy ... -6331.6104 Eh

The geometry in XYZ format:
```
122
C52H52AsO13P2RbS (wB97M-V/def2-TZVPD)
Rb 1.950 1.408 0.021
O -1.528 3.792 -2.678
C -0.485 3.116 -2.157
O -0.614 2.313 -1.273
C 0.822 3.489 -2.810
O 1.653 2.375 -2.777
C 3.020 2.662 -3.026
C 3.792 1.295 -3.162
O 4.787 1.324 -3.905
O 3.299 0.341 -2.523
H -2.328 3.481 -2.222
H 1.245 4.333 -2.243
H 0.628 3.830 -3.836
H 3.460 3.223 -2.189
H 3.142 3.230 -3.954
O 3.271 1.755 3.080
S 1.797 2.223 2.948
O 1.413 2.458 4.329
O 0.989 1.171 2.307
O 1.754 3.438 2.126
C -1.790 -6.975 0.581
C -1.252 -6.038 -0.516
C -1.170 -6.790 -1.857
C -2.189 -4.858 -0.675
C -3.537 -5.065 -0.960
C -4.400 -4.005 -1.134
C -3.922 -2.703 -1.074
C -2.584 -2.452 -0.820
P -1.712 -0.814 -0.908
C -3.221 0.177 -1.306
C -4.196 0.316 -0.314
C -5.338 1.072 -0.533
C -5.529 1.712 -1.748
C -4.562 1.596 -2.736
C -3.418 0.838 -2.516
C -1.054 -1.082 -2.612
C -1.775 -1.673 -3.653
C -1.215 -1.797 -4.912
C 0.072 -1.330 -5.155
C 0.803 -0.761 -4.125
C 0.248 -0.645 -2.855
C -1.737 -3.548 -0.587
O -0.442 -3.223 -0.300
C 0.458 -4.212 -0.013
C 1.729 -3.784 0.412
C 2.702 -4.753 0.602
C 2.414 -6.100 0.449
C 1.139 -6.497 0.109
C 0.138 -5.563 -0.133
P 1.992 -1.957 0.721
C 1.531 -2.007 2.504
C 2.200 -1.154 3.378
C 1.802 -1.045 4.700
C 0.729 -1.786 5.170
C 0.058 -2.641 4.309
C 0.454 -2.748 2.984
C 3.829 -1.981 0.841
C 4.528 -1.466 -0.249
C 5.915 -1.524 -0.283
C 6.618 -2.086 0.770
C 5.929 -2.589 1.867
C 4.545 -2.539 1.902
H -2.784 -7.343 0.325
H -1.854 -6.438 1.528
H -1.135 -7.837 0.717
H -2.159 -7.134 -2.168
H -0.511 -7.656 -1.777
H -0.776 -6.128 -2.629
H -3.912 -6.077 -1.059
H -5.447 -4.189 -1.346
H -4.603 -1.881 -1.243
H -4.040 -0.170 0.641
H -6.080 1.165 0.250
H -6.421 2.302 -1.922
H -4.704 2.090 -3.692
H -2.670 0.759 -3.294
H -2.783 -2.031 -3.480
H -1.786 -2.256 -5.712
H 0.500 -1.412 -6.147
H 1.811 -0.398 -4.279
H 0.881 -0.205 -2.076
H 3.700 -4.454 0.885
H 3.188 -6.840 0.614
H 0.918 -7.553 0.019
H 3.020 -0.548 3.026
H 2.315 -0.343 5.345
H 0.406 -1.684 6.199
H -0.789 -3.216 4.665
H -0.079 -3.423 2.325
H 3.990 -1.002 -1.072
H 6.440 -1.120 -1.139
H 7.701 -2.125 0.745
H 6.472 -3.020 2.701
H 4.018 -2.932 2.762
O -1.706 0.371 2.061
H -1.803 1.207 1.584
H -0.757 0.403 2.288
O 3.952 1.302 1.573
O 4.173 2.308 0.797
C -2.634 4.153 0.818
As -0.742 3.589 1.337
C -1.083 4.178 3.173
C 0.098 5.211 0.479
C -0.285 6.529 1.028
C -1.233 7.335 0.393
C -1.582 8.576 0.905
C -0.995 9.039 2.074
C -0.056 8.246 2.721
C 0.293 7.008 2.207
H -2.858 5.179 1.118
H -3.335 3.488 1.326
H -2.812 4.055 -0.255
H -1.281 5.250 3.231
H -0.234 3.917 3.797
H -1.959 3.640 3.539
H -0.175 5.149 -0.575
H 1.160 5.020 0.624
H -1.689 6.981 -0.525
H -2.310 9.188 0.383
H -1.260 10.012 2.470
H 0.409 8.604 3.632
H 1.029 6.387 2.706
```

Atom charges from the Mulliken analysis, given in e for atoms 1 to 8: 0.926, -0.710, -0.089, 0.737, -1.059, 0.270, -0.716, 0.316